Here is one molecule with the formula C3H5B in a non-equilibrium geometry from the OMol25 dataset. Energies are from ωB97M-V with the def2-TZVPD basis set.

```
9
Properties=species:S:1:pos:R:3
C -0.22 0.48 -1.35
H -2.26 0.64 -0.33
H -0.20 -1.55 -0.43
H 1.30 -0.96 1.68
B 0.77 -0.12 1.05
C -0.09 -0.49 -0.16
H 0.32 0.84 -2.18
C -1.26 0.40 -0.60
H 0.90 1.00 1.34
```

Calculated values
* SMILES string: BC1C=C1
* multiplicity: 1
* electronic energy: -142.027671 a.u.
* highest occupied orbital energy: -0.3499 Ha

Atom charges from the natural (NBO) analysis, given in e for atoms 1 to 2:
1 C -0.141
2 H 0.232